Computed, not measured: an isolated molecule of C8H4BrF3N2OS at a distorted geometry, with ωB97M-V/def2-TZVPD.

Summary:
HOMO-LUMO gap: 8.7 eV
E: -102419.2165 eV

Last column: natural (NBO) charge in e.
Atoms and positions in Å:
F: -0.304 4.017 0.289  -0.32
F: 1.397 5.367 0.112  -0.30
F: 0.909 4.065 -1.621  -0.31
Br: 2.574 -0.983 3.296  0.10
N: 0.184 -1.976 1.305  -0.48
O: 1.897 3.154 0.261  -0.49
S: -1.232 -0.872 -0.603  0.39
C: -0.798 -2.146 0.483  0.24
C: 2.100 1.167 1.499  -0.27
C: 0.427 1.257 -0.262  -0.29
C: 1.731 -0.124 1.846  -0.06
C: 0.667 -0.715 1.135  0.04
C: 1.455 1.878 0.469  0.27
C: 0.055 -0.032 0.124  -0.15
N: -1.421 -3.359 0.600  -0.79
C: 0.966 4.132 -0.265  1.17
H: 2.854 1.679 2.139  0.24
H: -0.098 1.742 -1.095  0.23
H: -1.956 -3.668 -0.209  0.39
H: -0.822 -4.000 1.081  0.41

Computed, not measured: C3H6O3 as an isolated structure at a distorted geometry, with ωB97M-V/def2-TZVPD.

Summary:
HOMO-LUMO gap: 9.5 eV
E: -9348.3621 eV

Last column: natural (NBO) charge in e.
Atoms and positions in Å:
C: -0.093 0.317 0.418  -0.07
C: 1.353 0.474 -0.029  -0.64
C: -0.950 -0.297 -0.597  0.74
O: -1.358 -1.548 -0.531  -0.63
O: -0.275 -0.204 1.704  -0.70
O: -1.518 0.607 -1.272  -0.64
H: -2.118 -1.674 -1.121  0.50
H: 0.556 -0.542 2.062  0.47
H: -0.754 1.335 -0.231  0.31
H: 1.867 1.186 0.616  0.22
H: 1.873 -0.490 0.035  0.19
H: 1.418 0.836 -1.054  0.23

The calculation returns the following ΔE to the lowest compared entry with this formula, charge and spin values, one per record and in order: 2.39, 68.13 kcal per mole.